Record 1
# C5H6N2O

The molecule C5H6N2O (ωB97M-V/def2-TZVPD, the Open Molecules 2025 dataset).

Properties
Charge ... 0
Energy above the lowest of the compared OMol25 structures with the same formula, charge and spin ... 492.6 kJ/mol

```
14
C5H6N2O | the Open Molecules 2025 dataset | ωB97M-V/def2-TZVPD
O -2.0029 -0.8866 0.0700
N -2.3750 0.3495 0.1040
N 1.3217 0.6860 0.0897
C 2.3966 -0.0577 -0.6381
C -0.6408 -0.9103 -0.2486
C -1.2770 1.1098 0.0038
C 2.1509 -0.2818 0.7206
C -0.0500 0.3516 -0.1159
H -1.6349 2.1687 -0.1725
H 1.5323 -1.4094 0.7235
H -0.2705 -1.8453 -0.3516
H 2.0541 -0.8737 -1.2814
H 3.3357 0.6534 -0.7828
H 2.9016 -0.1193 1.6170
```

---

Record 2
# C3H13NO2

A cluster of 3 separate species, C3H13NO2 in total (ωB97M-V/def2-TZVPD, the Open Molecules 2025 dataset).

Properties
Charge ... 0
Energy above the lowest of the compared OMol25 structures with the same formula, charge and spin ... 112.5 kJ/mol

```
19
C3H13NO2 | the Open Molecules 2025 dataset | ωB97M-V/def2-TZVPD
O -2.3927 0.0614 0.8866
O -2.6370 1.7977 -1.0897
N 0.5556 -0.4820 0.8561
C 0.7809 0.3907 -0.3215
C 1.8543 -0.5969 1.5958
C 0.8410 -0.3402 -1.6411
H 2.6685 -0.9222 0.9245
H 1.7685 -1.3162 2.4163
H 0.3165 -1.4239 0.5454
H 1.6494 -1.0706 -1.6425
H -1.4664 -0.1415 1.1428
H -2.4207 1.8128 -0.1573
H -2.7584 -0.7171 0.4575
H -2.9743 0.9495 -1.4123
H 1.5438 1.1553 -0.0975
H 1.9200 0.3977 2.0184
H -0.0817 -0.9494 -1.6915
H 0.9371 0.3707 -2.4692
H -0.1042 1.0242 -0.3207
```

---

Record 3
# H18O9

A cluster of 9 separate species, H18O9 in total (ωB97M-V/def2-TZVPD, the Open Molecules 2025 dataset).

Properties
Charge ... 0
Energy above the lowest of the compared OMol25 structures with the same formula, charge and spin ... 284.8 kJ/mol

```
27
H18O9 | the Open Molecules 2025 dataset | ωB97M-V/def2-TZVPD
O -0.4982 0.9129 1.7089
O -1.8627 1.7826 -1.1191
O -3.1607 -2.3931 2.6325
O -1.9485 -0.6723 -0.8587
O 0.3527 -1.9462 3.0377
O 0.5210 -2.5652 -0.3259
O 3.2766 2.3972 -2.4178
O 3.7724 -0.0568 -0.6084
O 0.5938 2.8872 -2.0386
H -2.7304 -1.5502 2.8205
H 1.2097 -2.0478 0.1056
H 0.7496 -3.4696 -0.0842
H 0.4876 3.2128 -2.9404
H -1.5003 0.9845 -1.6063
H -2.8069 -2.5616 1.7516
H 3.3319 1.4428 -2.3112
H 3.9149 0.7273 -0.0638
H -2.7329 1.4337 -0.9136
H -1.2497 1.4167 2.0432
H -0.2169 2.3695 -1.9201
H 2.4643 2.8018 -2.0851
H 0.2722 -1.1681 2.4811
H 0.0524 -1.7901 3.8797
H -0.9137 0.4720 0.9555
H 2.8133 -0.0671 -0.7002
H -1.5075 -1.3182 -0.2818
H -2.6838 -1.2346 -1.1411
```

---

no.,F_max (eV Å⁻¹),Kohn-Sham gap (eV),highest occupied orbital energy (eV)
1,6.93,10.5,-9.638
2,1.91,10.2,-9.458
3,3.84,10.2,-10.486